Formula: C25H25N4NiO2PS2
Source: OMol25
Level of theory: ωB97M-V/def2-TZVPD

Each line ends with the Mulliken charge.
CARTESIAN COORDINATES (ANGSTROEM)
1 Ni 0.80851 -1.11676 1.21875  -0.27
2 O 4.37173 -0.10198 -0.15078  -0.67
3 C 3.36689 -0.03484 0.53699  0.16
4 O 2.72694 -1.06985 0.99500  -0.76
5 C 2.74716 1.30241 0.93418  -0.54
6 P 0.94032 1.08189 0.83580  1.17
7 C 0.21837 2.62207 1.44755  0.87
8 C 0.15137 3.75506 0.64150  -0.44
9 C -0.34367 4.94139 1.15986  -0.66
10 C -0.77344 5.00246 2.47827  -0.46
11 C -0.71436 3.87313 3.28213  -0.56
12 C -0.22070 2.68474 2.76626  -0.68
13 C 0.60193 1.13720 -0.95859  0.26
14 C -0.72884 1.18106 -1.37405  0.04
15 C -1.03990 1.09978 -2.72097  -0.76
16 C -0.03114 0.96014 -3.66624  -0.59
17 C 1.29204 0.92085 -3.25941  -0.67
18 C 1.61160 1.01004 -1.90918  -0.55
19 H 3.11364 2.14164 0.34571  0.45
20 H 2.99793 1.46736 1.98545  0.45
21 H 0.48009 3.70906 -0.38891  0.42
22 H -0.39313 5.82164 0.53230  0.41
23 H -1.16292 5.93030 2.87665  0.40
24 H -1.05392 3.91680 4.30858  0.40
25 H -0.18268 1.79781 3.38789  0.36
26 H -1.52115 1.25490 -0.63914  0.27
27 H -2.07615 1.13222 -3.03148  0.45
28 H -0.27796 0.87783 -4.71708  0.39
29 H 2.08511 0.82681 -3.99025  0.46
30 H 2.65333 0.97853 -1.61861  0.33
31 C -5.35879 -1.21666 3.61279  -1.21
32 C -4.27761 -0.44626 2.91774  0.93
33 C -4.22750 0.94269 2.93925  -1.02
34 C -3.18016 1.53435 2.25841  -0.11
35 N -2.26292 0.83468 1.60344  0.01
36 C -2.39521 -0.49939 1.63061  0.05
37 S -1.27710 -1.48588 0.68556  -0.22
38 N -3.35918 -1.16127 2.27081  -0.52
39 H -6.19055 -0.57522 3.89885  0.35
40 H -4.95479 -1.68789 4.51028  0.27
41 H -5.71409 -2.01369 2.96200  0.34
42 H -4.96991 1.53078 3.45937  0.35
43 H -3.07500 2.61518 2.22314  0.51
44 C 4.21458 -2.47807 -2.43169  -1.28
45 C 2.88064 -3.03036 -2.06391  0.89
46 C 1.93235 -3.46749 -2.95362  -0.92
47 C 0.70861 -3.91886 -2.43993  1.02
48 N 0.45522 -3.98197 -1.13970  -0.46
49 C 1.36609 -3.52158 -0.28372  0.20
50 S 1.09839 -3.44680 1.40934  -0.33
51 N 2.57128 -3.08693 -0.75604  0.05
52 C -0.41295 -4.31427 -3.34548  -1.24
53 H 4.30478 -2.39080 -3.51147  0.36
54 H 5.00470 -3.13155 -2.05891  0.34
55 H 4.35651 -1.50267 -1.96182  0.28
56 H 2.12408 -3.44275 -4.01546  0.35
57 H 3.12642 -2.55660 -0.06999  0.35
58 H -0.09143 -4.41546 -4.37979  0.35
59 H -1.18512 -3.54524 -3.28296  0.27
60 H -0.85831 -5.24374 -2.99528  0.36

Computed properties:
ΔE to the lowest compared entry with this formula, charge and spin: 0.00 kcal/mol
E_HOMO (spin up / spin down): -7.36 / -7.39 eV
largest force on an atom: 0.846 eV/Å
charge: 0
gap between HOMO and LUMO (spin up / spin down): 7.112 / 7.245 eV
E_LUMO (spin up / spin down): -0.25 / -0.14 eV

Formula: Br2H3N2P
Source: OMol25
Level of theory: ωB97M-V/def2-TZVPD

Each line ends with the Mulliken charge.
CARTESIAN COORDINATES (ANGSTROEM)
1 N 1.04298 0.80814 0.97252  -0.34
2 N 0.63744 -0.25901 0.28920  -0.40
3 P -1.47069 -0.45343 -0.46608  0.27
4 Br -1.38882 -2.45509 -1.36381  -0.12
5 Br -1.30271 0.91261 -2.26690  -0.15
6 H 1.37414 1.50057 0.30693  0.25
7 H 0.51506 1.11470 1.75932  0.22
8 H 0.59260 -1.16849 0.76882  0.28

Computed properties:
ΔE to the lowest compared entry with this formula, charge and spin: 27.28 kcal/mol
E_HOMO: -8.18 eV
largest force on an atom: 4.338 eV/Å
charge: 0
gap between HOMO and LUMO: 8.306 eV
E_LUMO: 0.13 eV

Formula: C47H60N3P2RuSi
Source: OMol25
Level of theory: ωB97M-V/def2-TZVPD

Each line ends with the Löwdin spin population.
CARTESIAN COORDINATES (ANGSTROEM)
1 Ru 0.90098 0.22200 -0.12841  3.40
2 C -3.03769 -0.56983 0.31659  0.04
3 Si -1.28199 -0.75831 0.93748  0.24
4 C -1.16628 -0.27705 2.75601  0.05
5 C -1.52683 -1.12586 3.79804  0.01
6 C -1.37304 -0.73246 5.12638  0.02
7 C -0.86690 0.51349 5.40117  0.00
8 C -0.48048 1.36977 4.37145  0.02
9 C -0.59858 0.96756 3.03667  0.03
10 P 0.21523 1.88696 1.67132  0.19
11 C 1.47965 2.94227 2.55719  0.05
12 C 2.60515 2.02966 3.05981  0.01
13 C 3.49159 2.78151 4.06824  0.00
14 C 3.61776 4.27736 3.71456  0.00
15 C 3.48274 4.46459 2.20546  0.00
16 C 2.05376 4.12208 1.74399  0.00
17 C -0.88413 3.14677 0.88084  0.02
18 C -1.89832 3.74561 1.87783  0.01
19 C -3.25778 3.07545 1.71245  0.00
20 C -3.84727 3.40359 0.32745  0.00
21 C -2.75025 3.56769 -0.74316  0.00
22 C -1.54929 2.67794 -0.43050  0.02
23 C -0.89372 -2.61216 0.80774  0.04
24 C -1.93500 -3.53409 0.94732  0.01
25 C -1.72189 -4.90176 1.02244  0.00
26 C -0.43127 -5.39556 0.97729  0.00
27 C 0.62078 -4.51006 0.80946  0.00
28 C 0.41020 -3.13057 0.68783  0.02
29 P 1.85439 -2.02780 0.39702  0.13
30 C 2.94660 -2.39492 1.84325  0.02
31 C 4.29290 -1.66317 1.74352  0.00
32 C 5.12838 -1.85428 3.00979  0.00
33 C 4.36294 -1.43729 4.26286  0.00
34 C 3.05842 -2.22341 4.37388  0.00
35 C 2.19513 -2.02399 3.12723  0.00
36 C 2.67385 -2.54817 -1.19455  0.02
37 C 3.35813 -3.91820 -1.21643  0.00
38 C 3.86178 -4.24669 -2.62616  0.00
39 C 4.76888 -3.15369 -3.18696  0.00
40 C 4.06709 -1.79586 -3.14615  0.00
41 C 3.62267 -1.45760 -1.72466  0.02
42 H -3.72889 -1.16489 0.92792  0.01
43 H -3.08353 -0.93347 -0.71716  0.00
44 H -3.40628 0.45400 0.33072  0.00
45 H -1.93556 -2.10489 3.56121  0.00
46 H -1.66560 -1.39432 5.93430  0.00
47 H -0.76732 0.84764 6.42855  0.00
48 H -0.09168 2.34408 4.63220  0.00
49 H 0.98225 3.36315 3.43271  0.01
50 H 3.18618 1.69211 2.19940  0.00
51 H 2.19359 1.13286 3.52963  0.00
52 H 4.48324 2.31928 4.08658  0.00
53 H 3.07677 2.67228 5.07384  0.00
54 H 4.56878 4.67207 4.07662  0.00
55 H 2.83063 4.85204 4.21374  0.00
56 H 4.20256 3.80659 1.70538  0.00
57 H 3.72752 5.48471 1.90681  0.00
58 H 2.06906 3.89509 0.68056  0.00
59 H 1.41330 4.99681 1.88745  0.00
60 H -0.15992 3.91939 0.61393  0.00
61 H -1.99981 4.81928 1.69035  0.00
62 H -1.53729 3.63982 2.90425  0.00
63 H -3.94313 3.38387 2.50343  0.00
64 H -3.12219 1.99543 1.83246  0.00
65 H -4.42404 4.32934 0.39394  0.00
66 H -4.55273 2.62378 0.02852  0.00
67 H -2.41833 4.61125 -0.77565  0.00
68 H -3.13369 3.33050 -1.73407  0.00
69 H -0.81892 2.70731 -1.23762  0.00
70 H -1.87871 1.63967 -0.36447  0.01
71 H -2.95570 -3.16916 1.00804  0.00
72 H -2.55952 -5.57981 1.13514  0.00
73 H -0.24335 -6.45848 1.06309  0.00
74 H 1.62874 -4.90557 0.78665  0.00
75 H 3.11452 -3.47890 1.86178  0.00
76 H 4.11614 -0.59706 1.57704  0.00
77 H 4.85097 -2.03082 0.88702  0.00
78 H 6.06050 -1.29256 2.92180  0.00
79 H 5.40122 -2.91313 3.09810  0.00
80 H 4.13799 -0.36487 4.21628  0.00
81 H 4.98025 -1.59667 5.14967  0.00
82 H 2.48983 -1.91133 5.25189  0.00
83 H 3.28619 -3.28814 4.49779  0.00
84 H 1.87235 -0.97456 3.08232  0.00
85 H 1.28372 -2.62296 3.19578  0.00
86 H 1.81820 -2.56789 -1.87944  0.00
87 H 2.67309 -4.70324 -0.90306  0.00
88 H 4.20272 -3.91701 -0.51554  0.00
89 H 2.99677 -4.36826 -3.28847  0.00
90 H 4.38538 -5.20468 -2.61066  0.00
91 H 5.05870 -3.40097 -4.21071  0.00
92 H 5.69132 -3.10446 -2.59681  0.00
93 H 3.19087 -1.81811 -3.80491  0.00
94 H 4.72638 -1.01022 -3.51866  0.00
95 H 3.13721 -0.47247 -1.70465  0.01
96 H 4.50914 -1.38628 -1.09410  0.00
97 N -0.16668 -0.41769 -1.91180  0.13
98 C -1.12017 -0.28788 -2.59128  0.07
99 N -2.14974 -0.26393 -3.34440  0.04
100 C -2.76612 0.91638 -3.51850  0.01
101 N -3.35467 1.89717 -3.69588  0.01
102 C 1.91574 1.87695 -0.90383  0.13
103 C 2.48733 2.70992 -1.58665  0.12
104 C 3.13289 3.69484 -2.40982  0.01
105 C 4.11569 4.54213 -1.88859  0.01
106 C 4.72492 5.49607 -2.69221  0.00
107 C 4.36480 5.62170 -4.02741  0.01
108 C 3.38852 4.78446 -4.55453  0.00
109 C 2.77782 3.82950 -3.75771  0.01
110 H 4.39629 4.44467 -0.84671  0.00
111 H 5.48443 6.14561 -2.27207  0.00
112 H 4.83923 6.36755 -4.65308  0.00
113 H 3.10009 4.87894 -5.59481  0.00
114 H 2.01432 3.17848 -4.16427  0.00

Computed properties:
ΔE to the lowest compared entry with this formula, charge and spin: 4.73 kcal/mol
<S²>: 8.770
E_HOMO (spin up / spin down): -5.33 / -7.98 eV
largest force on an atom: 0.929 eV/Å
charge: 0
multiplicity: 6
gap between HOMO and LUMO (spin up / spin down): 5.785 / 6.396 eV
E_LUMO (spin up / spin down): 0.46 / -1.58 eV

Formula: C31H44ClN3O3RuSSi3
Source: OMol25
Level of theory: ωB97M-V/def2-TZVPD

Each line ends with the Löwdin spin population.
CARTESIAN COORDINATES (ANGSTROEM)
1 Ru -0.24851 0.54279 -0.09860  2.52
2 C 6.95657 -4.11003 -0.65179  0.00
3 C 5.73118 -3.31171 -0.99752  0.00
4 C 5.45775 -2.96674 -2.31991  0.00
5 C 4.31637 -2.26038 -2.65498  0.00
6 C 3.43668 -1.87447 -1.65181  0.00
7 C 3.68445 -2.21010 -0.32984  0.00
8 C 4.82807 -2.92674 -0.01067  0.00
9 S 2.03881 -0.89953 -2.12829  0.01
10 O 1.48250 -1.50501 -3.30892  0.02
11 O 2.44760 0.48102 -2.18475  0.00
12 N 0.99252 -0.99680 -0.88932  0.11
13 C 0.18595 -2.18884 -0.83018  0.09
14 C 0.69222 -3.56774 -0.68680  0.61
15 C -0.41502 -4.49091 -1.01890  0.08
16 C -2.58809 -3.92823 -0.98599  0.03
17 C -3.07377 -2.54992 -0.69532  0.22
18 C -4.32742 -2.02925 -0.68452  0.02
19 C -4.47222 -0.62993 -0.73118  0.30
20 C -3.34165 0.21542 -0.78791  0.06
21 N -2.11427 -0.22638 -0.80558  0.20
22 C -1.90558 -1.64404 -0.76823  0.05
23 H 6.76349 -5.17682 -0.78081  0.00
24 H 7.25508 -3.94924 0.38294  0.00
25 H 7.79334 -3.84712 -1.29737  0.00
26 H 6.14902 -3.26085 -3.09993  0.00
27 H 4.10317 -2.00940 -3.68539  0.00
28 H 2.98004 -1.92901 0.44101  0.00
29 H 5.02027 -3.19359 1.02147  0.00
30 H 1.63269 -3.85159 -0.24075  0.03
31 H -0.08664 -5.47450 -1.34565  0.01
32 H -3.37849 -4.60183 -1.30679  0.00
33 H -5.20050 -2.66908 -0.68860  0.00
34 H -5.45213 -0.17528 -0.73537  0.02
35 H -3.47182 1.28473 -0.80118  0.00
36 C 2.82260 1.04949 1.01151  0.00
37 O 1.47408 1.45883 0.75905  0.00
38 Si 0.57020 2.56289 1.69977  0.02
39 C 0.53535 1.76970 3.38863  0.00
40 C 1.40578 4.21767 1.78214  0.01
41 C -0.95165 2.32639 0.62942  0.08
42 Si -2.46284 2.48183 1.77139  0.03
43 C -2.16771 3.90159 2.96901  0.00
44 C -2.70566 0.83519 2.67084  0.01
45 C -4.10254 2.96330 0.98116  0.01
46 Si -0.94936 3.47012 -0.92002  0.03
47 C -2.25314 3.05923 -2.20566  0.00
48 C -1.24013 5.24852 -0.40862  0.01
49 C 0.69274 3.31363 -1.80811  0.02
50 H 3.37631 1.90700 1.39491  0.00
51 H 3.26504 0.72687 0.07655  0.00
52 H 2.83897 0.24455 1.74695  0.00
53 H 1.52565 1.86611 3.84162  0.00
54 H 0.31631 0.70247 3.29788  0.00
55 H -0.18234 2.19905 4.08476  0.00
56 H 2.32323 4.15301 2.37123  0.00
57 H 0.75056 4.92925 2.29099  0.00
58 H 1.65124 4.62716 0.80410  0.00
59 H -1.20770 3.91378 3.48224  0.00
60 H -2.94253 3.85419 3.73930  0.00
61 H -2.28201 4.85898 2.45579  0.00
62 H -2.39931 0.89752 3.71659  0.00
63 H -2.13671 0.02258 2.20740  0.00
64 H -3.75821 0.54319 2.65867  0.00
65 H -4.01767 3.73953 0.22015  0.00
66 H -4.71620 3.37802 1.78593  0.00
67 H -4.66605 2.12682 0.56865  0.00
68 H -3.28696 3.16420 -1.87575  0.00
69 H -2.11524 2.07197 -2.65012  0.00
70 H -2.10682 3.78782 -3.00842  0.00
71 H -2.24587 5.39954 -0.01129  0.00
72 H -1.14801 5.87558 -1.29928  0.00
73 H -0.52709 5.61356 0.32977  0.00
74 H 0.97486 2.28843 -2.06325  0.00
75 H 1.52355 3.74256 -1.24669  0.00
76 H 0.62319 3.86477 -2.75029  0.00
77 Cl -1.63557 -4.80405 2.77869  0.00
78 C -1.39754 -3.88582 1.33614  0.01
79 C -1.60112 -4.59852 0.03992  0.07
80 C -1.38589 -3.72331 -1.96045  0.03
81 C -0.97872 -2.24618 -1.85240  0.06
82 N -0.83524 -1.82025 0.25621  0.19
83 C -1.04046 -2.60739 1.42439  0.02
84 H -1.87299 -5.63224 0.22966  0.00
85 H -1.49311 -4.07661 -2.98118  0.00
86 H -0.84208 -1.70651 -2.78348  0.00
87 H -0.88687 -2.12496 2.38102  0.00

Computed properties:
ΔE to the lowest compared entry with this formula, charge and spin: 98.87 kcal/mol
<S²>: 8.801
E_HOMO (spin up / spin down): -10.69 / -11.41 eV
largest force on an atom: 0.329 eV/Å
charge: +1
multiplicity: 6
gap between HOMO and LUMO (spin up / spin down): 7.701 / 6.471 eV
E_LUMO (spin up / spin down): -2.99 / -4.94 eV